# 1
DFT (ωB97M-V/def2-TZVPD) results for 2 unconnected molecules or ions with the total composition C11H18.

Geometry as ORCA input:
```
! RIJCOSX wB97M-V def2-TZVPD def2/J DEFGRID3
* xyz 0 1
C 0.747 -0.644 -2.657
C 3.399 -0.412 0.676
C 3.357 0.621 -0.253
C 2.487 -1.440 0.603
C 2.361 0.609 -1.215
C 1.551 -1.504 -0.441
C 1.549 -0.508 -1.405
H 4.150 -0.434 1.452
H 3.931 1.533 -0.215
H 2.664 -2.337 1.186
H 2.276 1.380 -1.972
H 1.009 -2.428 -0.598
H -0.078 0.078 -2.739
H 0.206 -1.583 -2.776
H 1.345 -0.491 -3.551
C -1.856 0.414 0.724
C -1.953 -0.504 1.932
C -3.221 0.340 0.046
C -1.576 1.870 1.141
H -1.154 -0.053 0.029
H -2.267 -1.522 1.705
H -2.577 -0.099 2.732
H -4.047 0.689 0.673
H -3.240 0.965 -0.862
H -3.499 -0.651 -0.329
H -2.481 2.446 0.960
H -1.264 1.929 2.178
H -0.819 2.325 0.504
H -1.000 -0.588 2.472
*
```

- ΔE to the lowest compared entry with this formula, charge and spin: 14.30 kcal/mol
- Structure (SMILES): Cc1ccccc1.CC(C)C
- Lowest unoccupied orbital energy: 0.033 Eh

# 2
DFT (ωB97M-V/def2-TZVPD) results for 2 unconnected molecules or ions with the total composition C11H18.

Geometry as ORCA input:
```
! RIJCOSX wB97M-V def2-TZVPD def2/J DEFGRID3
* xyz 0 1
C -0.284 -0.512 -0.525
C -0.391 -1.024 -1.950
C -1.543 -0.794 0.336
C -2.777 -0.046 0.077
C -1.315 -1.561 1.484
C -3.793 -0.080 1.024
C -2.366 -1.612 2.415
C -3.506 -0.820 2.214
H 0.671 -1.076 -0.110
H -0.149 0.630 -0.476
H -0.060 -2.114 -1.971
H -2.986 0.489 -0.850
H -0.417 -2.135 1.520
H -4.856 0.327 0.956
H -2.242 -2.220 3.445
H -4.130 -0.859 3.143
H 0.295 -0.502 -2.618
H -1.284 -0.840 -2.597
C 2.178 1.625 -0.560
C 3.256 1.977 0.449
C 2.783 0.540 -1.440
H 1.315 1.131 0.041
H 1.841 2.542 -1.186
H 3.191 2.953 0.948
H 2.452 -0.488 -1.259
H 2.598 0.760 -2.530
H 3.919 0.472 -1.407
H 3.283 1.353 1.333
H 4.316 1.884 0.096
*
```

- ΔE to the lowest compared entry with this formula, charge and spin: 56.63 kcal/mol
- Structure (SMILES): CCc1ccccc1.CCC
- Lowest unoccupied orbital energy: 0.035 Eh

# 3
DFT (ωB97M-V/def2-TZVPD) results for 3 unconnected molecules or ions with the total composition C11H18BF2NO9S.

Geometry as ORCA input:
```
! RIJCOSX wB97M-V def2-TZVPD def2/J DEFGRID3
* xyz 0 1
N 1.808 0.919 -2.244
B 1.479 2.005 -3.180
O 2.028 2.022 -4.449
C 0.439 3.147 -2.712
C -0.771 3.131 -3.689
C -2.134 3.000 -3.011
C -2.179 1.923 -1.920
S -3.855 1.186 -2.018
O 1.183 4.399 -2.851
C 0.752 5.306 -1.948
O 1.301 5.525 -0.956
H 0.930 0.577 -1.872
H 2.364 1.261 -1.469
H 1.509 1.420 -4.999
H 0.163 2.976 -1.675
H -0.654 2.324 -4.406
H -0.734 4.065 -4.230
H -2.845 2.714 -3.784
H -2.476 3.952 -2.625
H -1.416 1.172 -2.067
H -2.122 2.402 -0.952
H -3.953 0.464 -0.884
H -0.159 5.855 -2.235
C -0.284 -2.031 1.602
C -0.513 -2.090 0.113
O -0.399 -0.727 -0.266
C 0.446 -0.135 0.632
O 0.964 0.917 0.466
O 0.611 -0.919 1.724
F -1.758 -2.530 -0.188
H -1.203 -1.819 2.150
H 0.162 -2.940 1.997
H 0.220 -2.682 -0.437
C 1.787 -4.655 5.957
C 0.641 -3.861 5.383
O 0.446 -4.471 4.118
C 0.847 -5.777 4.242
O 0.586 -6.633 3.472
O 1.577 -5.945 5.375
F 0.973 -2.560 5.198
H 2.754 -4.264 5.638
H 1.765 -4.708 7.042
H -0.284 -3.918 5.959
*
```

- Structure (SMILES): NB(O)[C@H](CCCS)OC=O.O=C1OC[C@@H](F)O1.O=C1OC[C@@H](F)O1
- Lowest unoccupied orbital energy: 0.013 Eh

# 4
DFT (ωB97M-V/def2-TZVPD) results for a molecular structure, C11H18ClIN2O2PTi.

Geometry as ORCA input:
```
! RIJCOSX wB97M-V def2-TZVPD def2/J DEFGRID3
* xyz 2 2
C -0.067 -1.940 -0.635
C 1.376 -1.409 -0.843
H -0.038 -3.054 -0.616
H -0.697 -1.604 -1.506
H -0.671 -1.704 0.346
O 2.070 -1.727 -1.801
I 1.666 1.534 0.266
Ti -1.372 0.108 0.324
P -0.233 0.690 -2.294
C 1.470 1.047 -2.930
C -0.638 -0.518 -3.625
H -2.147 2.110 -2.650
H -0.916 2.272 -3.970
H -0.653 3.061 -2.359
C -1.071 2.181 -2.876
H -1.680 -0.850 -3.543
H -0.484 -0.018 -4.596
H 1.405 1.224 -4.018
H 2.146 0.196 -2.732
H 0.031 -1.389 -3.548
H 1.881 1.953 -2.463
C 2.029 -0.562 0.248
O 2.770 -1.059 1.067
Cl -3.445 0.603 -0.145
N -0.195 -1.786 6.172
C -0.357 -1.371 4.881
C 0.482 -1.892 3.872
C 0.230 -1.574 2.541
N -0.730 -0.680 2.169
C -1.489 -0.094 3.149
C -1.342 -0.454 4.477
H 0.524 -2.444 6.456
H -0.797 -1.456 6.928
H 1.273 -2.593 4.096
H 0.769 -2.076 1.755
H -2.255 0.611 2.802
H -2.023 -0.074 5.240
*
```

- ΔE to the lowest compared entry with this formula, charge and spin: 0.00 kcal/mol
- Expectation value of S²: 0.757
- Lowest unoccupied orbital energy (spin up / spin down): -0.320 / -0.308 Eh

# 5
DFT (ωB97M-V/def2-TZVPD) results for a molecular structure, C11H18FeI2LuO5SSi.

Geometry as ORCA input:
```
! RIJCOSX wB97M-V def2-TZVPD def2/J DEFGRID3
* xyz 4 6
I 0.578 -4.055 0.367
I 1.541 3.484 -0.348
Lu 0.421 0.909 0.247
Fe 0.436 -1.893 -0.765
S 1.519 -0.348 -1.830
C -1.293 -2.240 -1.330
C -0.813 -1.318 0.498
C 0.811 -0.126 -3.578
C 1.649 0.988 -4.200
C -0.660 0.264 -3.536
C 1.010 -1.473 -4.282
C -1.233 2.125 1.757
C -1.744 1.792 -0.623
O -1.618 -1.383 1.362
O -2.413 -2.494 -1.533
O -1.994 2.758 2.330
O -2.742 2.265 -0.957
H 1.366 1.119 -5.251
H 2.718 0.745 -4.153
H 1.486 1.930 -3.666
H -1.004 0.392 -4.577
H -0.808 1.214 -2.998
H -1.288 -0.509 -3.056
H 0.740 -1.384 -5.346
H 0.383 -2.260 -3.836
H 2.057 -1.799 -4.212
C 0.506 0.218 4.636
Si 1.896 -0.075 3.392
C 3.425 0.893 3.901
C 2.295 -1.916 3.336
O 1.409 0.412 1.927
H 0.805 -0.140 5.632
H -0.404 -0.316 4.330
H 0.260 1.286 4.705
H 3.624 0.771 4.975
H 4.306 0.546 3.344
H 3.302 1.962 3.684
H 1.468 -2.492 2.902
H 3.170 -2.101 2.704
H 2.500 -2.294 4.347
*
```

- Expectation value of S²: 9.055
- Lowest unoccupied orbital energy (spin up / spin down): -0.619 / -0.628 Eh

# 6
DFT (ωB97M-V/def2-TZVPD) results for 2 unconnected molecules or ions with the total composition C11H18N.

Geometry as ORCA input:
```
! RIJCOSX wB97M-V def2-TZVPD def2/J DEFGRID3
* xyz 1 3
C 1.077 -1.877 -0.544
C 1.807 -0.743 -0.022
C -0.614 1.246 -1.672
C 0.240 1.817 -1.005
C 0.011 -2.138 0.131
C 1.105 -0.162 0.940
C -1.342 0.877 -2.862
C 1.172 2.792 -0.560
C -0.869 -3.290 0.259
C 1.606 0.818 1.907
C -1.422 -0.279 1.080
N -0.085 -0.964 1.197
H 1.353 -2.402 -1.437
H 2.806 -0.494 -0.406
H -1.933 1.753 -3.346
H -1.952 0.012 -2.685
H -0.620 0.589 -3.642
H 1.113 3.288 0.493
H 0.978 3.740 -1.097
H 2.296 2.528 -0.705
H -0.679 -3.768 1.284
H -0.891 -4.142 -0.491
H -1.793 -2.755 0.272
H 2.393 0.332 2.365
H 0.879 1.052 2.654
H 2.066 1.719 1.432
H -1.378 0.775 1.371
H -1.611 -0.175 0.045
H -2.047 -0.953 1.667
H 0.054 -1.317 2.101
*
```

- ΔE to the lowest compared entry with this formula, charge and spin: 0.00 kcal/mol
- Expectation value of S²: 2.014
- Lowest unoccupied orbital energy (spin up / spin down): -0.092 / -0.224 Eh